35
Properties=species:S:1:pos:R:3 method="wB97M-V/def2-TZVPD" multiplicity=1 e_tot_ev=-106619.1311 e_lumo_ev=-0.16
Zn -0.67629 1.40021 -1.39215
S -1.41453 1.28872 -3.61576
P -0.88943 2.90046 1.46523
P 1.76982 2.54239 0.28225
O 1.09950 2.75894 -1.17368
O -1.32783 2.24048 0.16344
O -1.40364 4.19106 1.84982
O 3.10840 3.07887 0.35977
O 1.63916 0.94022 0.29505
O 0.77636 3.05393 1.36243
O -1.09769 1.85546 2.62796
N -0.16474 -0.46060 -1.49983
N 0.80778 0.21231 1.25996
N -1.71490 -1.13452 -4.69269
N -0.53494 -1.06409 -2.70911
C 0.44433 -1.10593 0.77454
C 1.39163 -0.63189 3.40403
C -0.15321 -1.35891 -0.40442
C 0.37988 -2.10695 1.83697
C -1.17238 -0.40153 -3.64685
C -0.97345 -2.64082 -0.55972
C 0.75606 -1.89575 3.09574
C 1.46797 0.31034 2.48517
H -1.85487 -2.42594 -1.19015
H -1.39429 -2.93022 0.40954
H -0.43228 -3.46873 -0.98010
H -1.90636 -0.58941 -5.49306
H -1.42448 -2.08033 -4.85278
H 1.35362 3.60186 -1.54508
H 1.95871 1.28178 2.65635
H -0.46120 -2.08736 -2.74017
H -0.73688 0.98547 2.43297
H 0.12765 -3.13710 1.58188
H 1.90206 -0.44054 4.33187
H 0.75045 -2.68187 3.82054

---

54
Properties=species:S:1:pos:R:3 method="wB97M-V/def2-TZVPD" smiles="CCOc1ccc(CCNC(=O)c2cc(C)nc3ccccc23)cc1OCC" multiplicity=1 e_tot_ev=-33396.3894 e_lumo_ev=0.18
O 1.16176 -3.31390 -0.87810
O 1.15743 -2.27502 -3.46664
O -3.05895 1.16884 2.52010
N 1.07205 3.99769 1.92824
N -2.54894 0.93686 0.32998
C -3.31877 -1.37839 -0.09258
C 2.80414 1.16264 0.49543
C -1.04070 -2.33975 -0.50473
C 0.19949 1.82180 1.28241
C 2.46005 -1.87630 -3.07246
C 1.48474 -3.32805 1.55811
C -3.68614 0.11117 -0.00261
C -0.26610 5.71138 2.94109
C -2.09380 -1.14517 -2.28511
C 2.55571 2.40933 0.99722
C 0.49700 0.53876 0.78255
C 0.12638 -2.05104 -2.59037
C 1.08858 -4.09514 0.29898
C 0.08269 -2.58016 -1.28505
C 1.77057 0.21940 0.39814
C -2.13260 -1.62643 -0.98587
C -0.11264 4.34607 2.35207
C -1.23072 3.48677 2.26013
C 2.61832 -0.35829 -3.09274
C -0.97150 -1.34932 -3.06603
C 1.25636 2.76607 1.41336
C -2.31272 1.38088 1.58632
C -1.09022 2.24055 1.70649
H 0.81570 -2.49207 1.74555
H -0.99542 6.28676 2.37310
H 2.49518 -2.93978 1.45551
H 1.98767 -0.76766 0.02033
H -4.18888 -1.92071 -0.47072
H 1.93967 0.10576 -2.37918
H 1.45453 -3.99905 2.41237
H -0.62188 5.63695 3.96732
H -1.86531 1.09582 -0.39326
H -3.10307 -1.74667 0.91179
H 2.39418 0.02699 -4.08456
H 3.63846 -0.08979 -2.83224
H -2.19670 3.81522 2.61294
H 3.33583 3.14684 1.10117
H 3.12061 -2.33591 -3.81212
H -4.42416 0.25478 0.78996
H -0.28707 -0.20105 0.71835
H 1.80317 -4.90693 0.12951
H 3.80057 0.88976 0.18034
H 0.69002 6.22566 2.92659
H -2.93665 -0.60955 -2.69450
H 2.70626 -2.27454 -2.08368
H -1.08979 -2.72941 0.50082
H -4.10427 0.46058 -0.94982
H -0.92996 -0.97913 -4.07858
H 0.08984 -4.53410 0.40468

---

33
Properties=species:S:1:pos:R:3 method="wB97M-V/def2-TZVPD" multiplicity=1 e_tot_ev=-294329.7530 e_lumo_ev=-1.20
W 0.48501 -0.13741 -0.13464
Te -1.00002 1.33743 -1.75513
Br 2.24800 -1.78535 -0.89665
Se 0.40339 1.90397 1.43356
Se 2.19690 0.40266 1.52789
Se -1.38474 -1.04089 -2.19468
O -0.19393 -1.79633 0.83171
O -4.12942 1.90245 0.95749
N -1.18498 -0.89561 0.88649
N -3.09515 1.01385 1.20823
N 1.00935 0.87853 -1.67748
C 1.86865 0.98044 -2.79431
C 2.68823 0.20372 -4.90653
C -3.43449 -0.18591 0.95024
C -2.38994 -1.21891 1.13434
C 3.60122 2.19853 -3.92462
C 1.83852 0.04472 -3.82323
C -4.78964 -0.60343 0.46252
C 2.75065 2.05388 -2.83942
C -2.72499 -2.62375 1.50166
C 3.56773 1.27724 -4.96130
H 4.23056 1.38935 -5.80939
H 2.66562 -0.52405 -5.70725
H -3.76511 2.74603 1.24303
H -3.67763 -2.68137 2.02295
H -5.16374 0.13016 -0.24786
H -2.77683 -3.23391 0.59527
H 1.16206 -0.79626 -3.76203
H 4.28949 3.03303 -3.95435
H -1.93181 -3.03674 2.12147
H -5.49669 -0.64416 1.29386
H -4.74885 -1.57945 -0.01544
H 2.75779 2.75491 -2.01434

---

68
Properties=species:S:1:pos:R:3 method="wB97M-V/def2-TZVPD" multiplicity=1 e_tot_ev=-57714.9165 total_charge=-1 e_lumo_ev=2.35
F 2.22998 1.82412 1.22576
F 3.14288 -5.18276 0.09318
F -4.40450 -4.47105 -3.60036
F 1.70321 -0.50014 1.14476
F -1.68292 -3.86959 7.11704
F -0.16481 1.14656 1.03867
O -0.47032 5.48498 -5.62753
O 0.36747 -0.13032 -1.63323
O -1.60414 2.17406 -1.43897
O 1.97158 5.09614 -3.53446
O -0.76365 2.92641 -3.51020
O 0.12408 6.71853 -3.61869
C 1.23343 0.84709 0.64698
C 4.32826 -5.22142 2.13152
C -2.62242 -4.17718 -2.08401
C -1.50831 -1.77350 6.05055
C 1.25870 0.87144 -1.02548
C 4.05085 -3.39119 3.68402
C -0.37627 -3.71922 5.15962
C -0.17781 -1.58690 4.04258
C 1.39100 6.07175 -1.24381
C -2.71743 3.03191 -1.96500
C 1.09190 2.39522 -1.60778
C -2.12356 3.55751 -3.43763
C 2.85191 -3.38152 1.58726
C 3.15536 -2.77726 2.80702
C -2.18372 5.20083 -3.64350
C 4.64059 -4.61191 3.34664
C -1.19274 -3.12619 6.11619
C -1.90315 -1.93575 -1.54030
C -1.77062 -3.31830 -1.38950
C -2.88062 -1.41185 -2.38766
C 0.12907 -2.94654 4.11433
C 1.15409 5.96571 -2.88351
C -0.99397 -0.99798 5.01151
C -3.72479 -2.27118 -3.09049
C -0.79399 5.80620 -4.34574
C -3.58985 -3.64568 -2.92973
C 3.43877 -4.59943 1.26227
B -0.42997 2.80441 -2.07332
H 4.77010 -6.17348 1.85616
H 0.70145 -0.35431 -2.55859
H -2.23567 5.71903 -2.56958
H -1.22841 0.06214 4.95559
H -3.71584 2.50992 -2.28119
H -2.53977 -5.25343 -1.97304
H 2.48362 5.71413 -0.99341
H 5.34080 -5.08624 4.02977
H -3.13799 5.54403 -4.26296
H -1.00589 -3.72405 -0.73184
H -0.55381 3.94104 -1.71329
H 1.77281 2.46612 -2.57809
H 0.76115 -3.40357 3.35677
H 2.69446 -1.82920 3.07358
H -2.85805 3.86645 -1.12899
H -0.14054 -4.77552 5.23570
H -4.48412 -1.88122 -3.76017
H 0.21950 -0.98260 3.22984
H 2.16489 -2.91385 0.88983
H 1.22947 7.19738 -0.94480
H 0.63772 5.41505 -0.62926
H 1.51765 3.19922 -0.84497
H -2.15059 -1.33524 6.80742
H 2.36906 0.53239 -1.30353
H 4.29131 -2.91833 4.63384
H -1.24149 -1.26612 -0.99498
H -2.98458 -0.33536 -2.50026
H -2.86081 3.18957 -4.26852

---

14
Properties=species:S:1:pos:R:3 method="wB97M-V/def2-TZVPD" smiles="NN[C@@H]1N=[NH+]NN1" multiplicity=1 e_tot_ev=-10079.5879 total_charge=+1 e_lumo_ev=-4.52
N 1.66702 0.98125 0.04014
N 1.02032 -1.21294 0.28359
N 1.82399 -0.36443 0.47856
N -1.79025 0.06011 0.86822
N -1.36831 -0.48659 -0.42851
N 0.44760 0.98609 -0.57887
C -0.08325 -0.31673 -0.87205
H -1.90646 -1.24599 -0.72187
H 2.63163 -0.53706 1.03619
H 2.52848 1.30443 -0.50594
H -2.43776 0.85261 0.79969
H -0.25652 1.43138 0.07848
H 0.02735 -0.86659 -1.78681
H -2.30384 -0.58555 1.30919

---

93
Properties=species:S:1:pos:R:3 method="wB97M-V/def2-TZVPD" multiplicity=1 e_tot_ev=-81162.3767 total_charge=+2 e_lumo_ev=-6.64
Sn 0.96135 1.08753 -0.63538
S 2.99728 -0.24916 -1.29585
O 1.17692 2.67377 -1.68561
O 0.72683 2.17269 1.27059
N -0.24120 -0.87282 1.40293
N -0.85801 1.89712 -5.16632
N 0.07193 0.90271 -2.78390
N 2.89260 2.23629 0.81001
N 2.07293 3.38963 2.67671
N -1.39079 0.71662 -0.54241
N 3.88222 -2.64846 -1.24336
N 1.64392 -2.65612 -0.53956
N 4.07128 -3.92047 -0.94067
N 5.09552 2.38185 0.16412
N -1.26326 -0.80291 3.98386
N -8.43907 1.00829 -0.78387
N 0.59195 -2.10525 -0.83284
C 3.12025 -4.26470 1.32823
C 0.38381 1.41575 -5.05660
C 0.83407 4.85570 -0.56727
C -1.58990 -4.53898 0.99450
C -2.82031 -4.22389 0.41365
C -1.41210 -0.29422 1.66853
C -1.63593 1.85325 -4.07838
C -0.45540 -3.83761 0.63771
C -5.64633 0.90003 -0.69174
C -0.54817 -2.82266 -0.31865
C 4.10348 -6.06579 0.06098
C -2.90938 -3.21120 -0.53109
C 0.86822 0.92423 -3.85361
C 1.94460 4.61399 -2.79288
C 0.40765 -1.43520 2.42189
C -3.39453 1.17749 -1.74406
C -2.02382 1.12077 -1.66993
C -7.72050 0.52126 -1.80862
C -2.13224 0.31874 0.51317
C 3.88687 -6.93201 1.11520
C -1.91164 -0.24822 2.95663
C -7.75323 1.44306 0.28635
C 2.92692 -5.13329 2.38792
C 4.38447 3.55056 2.14005
C -4.16402 0.83555 -0.63924
C -6.33416 0.45307 -1.80846
C 4.12559 2.70619 1.01782
C -1.76732 -2.51205 -0.89721
C 1.74045 3.99127 -1.43297
C 1.88036 2.58027 1.59843
C -0.10701 -1.41233 3.70622
C -1.17637 1.34198 -2.88268
C 3.33839 3.85493 2.93038
C -3.50480 0.38754 0.49875
C -6.36749 1.40395 0.37793
C 2.81879 -1.94943 -0.95312
C 3.30069 -6.46966 2.28673
C 3.71321 -4.73426 0.16360
C 0.91392 3.71022 3.54277
H 2.72295 3.90861 -0.96391
H -8.28531 0.16999 -2.66569
H -3.70983 -4.77527 0.70071
H 4.57989 -6.42364 -0.85004
H -3.86228 -2.98078 -0.99694
H 1.88304 0.55468 -3.73864
H 0.42584 -1.87266 4.53366
H 0.52550 2.80654 4.00014
H -5.80709 0.03175 -2.66401
H 4.75705 -4.33197 -1.54708
H -8.34421 1.84022 1.10557
H 0.99000 4.66595 -3.32780
H -0.14543 4.96032 -1.04976
H 1.26492 5.85015 -0.42269
H -1.52173 -5.34202 1.72035
H -1.79689 -1.75585 -1.67160
H -3.88333 1.46254 -2.67048
H -4.07607 0.04848 1.35396
H 0.50474 -4.06963 1.08190
H 2.64587 4.02078 -3.38734
H -2.84300 0.26656 3.18203
H -2.64835 2.22728 -4.18888
H 1.00896 1.44214 -5.94177
H 3.13933 -7.14485 3.11921
H 4.18485 -7.97081 1.02567
H 0.66701 4.40619 0.41385
H 5.37707 3.93162 2.35247
H 0.12688 4.16274 2.95225
H 6.04470 2.66421 0.32957
H 1.23846 4.39740 4.31393
H 4.90960 1.74435 -0.58829
H 2.48690 -4.76482 3.30722
H 2.34477 5.62434 -2.68273
H -5.86547 1.79073 1.26475
H 1.36642 -1.89234 2.20790
H 2.84461 -3.23449 1.41555
H 3.44016 4.49589 3.79761

---

78
Properties=species:S:1:pos:R:3 method="wB97M-V/def2-TZVPD" multiplicity=1 e_tot_ev=-65115.3598 total_charge=+1 e_lumo_ev=-1.99
Te 3.10633 1.62792 -1.31547
Rb 0.16018 0.03192 0.07273
S -4.27112 0.06599 -3.27469
O -1.76011 1.37998 1.20622
O -3.34180 2.91449 1.13226
N 0.34953 -1.45808 -2.45501
N 0.21624 3.18916 1.41226
N -1.13291 3.55260 1.30338
N -2.09589 -0.07483 -1.95526
N -0.60480 -2.78068 -3.97441
C 2.60580 -2.57244 -2.51093
C 3.52607 -0.67155 2.44421
C 5.47920 3.06154 -2.59574
C 3.30115 -3.60964 -3.09485
C 4.83504 2.81506 -1.38794
C -0.66987 4.59855 -2.15094
C -3.25281 0.50914 -1.97802
C -0.74362 3.23816 -2.41025
C 0.99981 -3.22015 1.17302
C 1.38199 -4.29527 -4.42131
C -3.72247 4.29038 1.15219
C 7.14460 4.35876 -1.44714
C -0.11279 -2.87756 1.93565
C 0.92567 -4.35386 0.18896
C 1.11881 -1.13070 3.00893
C -3.06973 -1.01786 -3.82375
C 5.35396 3.34690 -0.20913
C 2.25328 -1.45193 2.27023
C 0.68705 -3.24499 -3.83232
C 6.50884 4.11411 -0.23927
C 0.36772 2.42844 -2.22021
C 2.69536 -4.46012 -4.03196
C -1.98045 -0.95431 -3.00133
C 1.55061 2.97494 -1.73510
C -0.74218 -1.71633 -3.12940
C -0.07268 -1.83621 2.85581
C -1.29347 -1.45268 3.64260
C 1.27326 -2.39718 -2.88318
C 6.63058 3.83257 -2.62283
C 1.63056 4.34041 -1.48070
C -2.05261 2.55520 1.22360
C 2.17559 -2.50010 1.35434
C 0.52241 5.14850 -1.69704
H -1.65868 2.80142 -2.79115
H 7.12907 4.01977 -3.56413
H 3.05688 -2.77126 0.78279
H 4.33748 -3.77458 -2.83325
H 6.91093 4.51952 0.67930
H 0.30882 1.37361 -2.47446
H -1.52730 5.23499 -2.32621
H 1.16408 -0.31699 3.72595
H -1.32913 -3.18051 -4.54408
H -3.56220 1.21636 -1.22196
H -4.80146 4.29712 1.03167
H 4.85693 3.15160 0.73257
H 8.04385 4.95929 -1.47340
H 5.08483 2.64592 -3.51400
H 0.92540 -4.94985 -5.15090
H -3.26428 4.83584 0.32493
H -1.03168 -3.44276 1.81694
H -1.40074 4.50423 1.49190
H -1.02348 -1.08518 4.63195
H -3.47381 4.75336 2.10890
H -3.21461 -1.60946 -4.71108
H 0.22608 -4.12506 -0.61864
H -1.96678 -2.29973 3.76550
H 0.59409 6.21377 -1.51845
H 3.69022 -0.41541 3.49053
H 3.49251 0.26256 1.87616
H 3.27559 -5.26258 -4.46585
H 2.55880 4.77481 -1.12719
H 1.89567 -4.55106 -0.26432
H 0.76014 3.74436 0.76236
H 0.53690 3.32741 2.36374
H 0.57873 -5.26787 0.67211
H -1.84504 -0.65850 3.13335
H 4.38769 -1.23822 2.09383
H 3.06711 -1.90632 -1.79317

---

109
Properties=species:S:1:pos:R:3 method="wB97M-V/def2-TZVPD" multiplicity=1 e_tot_ev=-61227.4777 total_charge=+1 e_lumo_ev=-4.62
O -3.64260 -2.84038 7.38241
O -3.06769 11.19151 0.22233
O 0.48689 -2.11624 6.23962
O -1.08145 2.28148 -0.26607
O -0.49075 1.06320 -2.32955
O 1.58139 -3.58866 -1.76969
O 0.32955 7.55477 3.42170
O 4.80526 -2.61587 -0.88570
O 4.15650 -2.31993 1.91122
O -5.42280 -0.17522 -0.93917
O 0.08989 -2.58134 -7.36549
O 1.30756 4.26283 0.64150
O -1.95370 -2.63373 -3.96548
O 6.06372 -6.37780 0.23255
O -2.11042 -6.25434 -6.38665
O -0.66649 8.41228 0.29847
N 1.46499 0.20446 1.57485
N 0.08327 -1.61558 2.34687
N -4.27841 1.59584 -1.98200
N 0.17756 -1.07331 -0.10048
C 5.53753 -3.66581 -1.51032
C -4.11516 11.08587 -0.73339
C -2.31034 -3.33591 7.40233
C -1.41610 -1.52783 2.13218
C 1.39417 -2.92023 -3.01186
C 1.84711 -2.26441 6.61954
C -1.84848 -0.21854 1.27173
C 4.62578 -1.94458 3.20177
C -0.47228 7.75892 -0.94792
C 1.25371 -1.96890 -6.83012
C -4.64966 0.79677 -0.78691
C 0.59213 4.77481 1.76386
C 7.39970 -6.86500 0.23232
C -3.07300 -6.07003 -7.41583
C 0.64044 -0.77054 1.24663
C -0.84254 7.52551 4.22248
C -2.26400 -2.95279 -5.32013
C -1.20821 -0.41899 -0.18118
C -3.46964 -0.25367 1.26282
C -4.12182 1.09573 0.68532
B -0.93570 1.01916 -0.94144
H 2.48402 -3.39780 -1.47612
H 5.48906 -7.12346 0.02133
H -1.74085 -2.26704 -5.98718
H 3.31748 -1.86857 1.77140
H 0.22899 6.93557 -0.80814
H 6.58625 -3.37384 -1.60823
H -1.63478 -2.51968 7.65375
H 5.19365 -2.47629 -0.01275
H -0.37890 2.85385 -0.66903
H 1.89582 -2.72848 -6.37648
H -4.21939 -3.58004 7.15785
H 0.49344 0.98767 -2.27042
H 1.89548 -2.52375 7.67658
H 0.07163 -2.10319 -0.18294
H 0.32941 -2.57784 2.03893
H 2.37564 -1.32151 6.45476
H 0.38321 -3.11718 -3.36892
H -2.24996 -1.72912 -3.81179
H -3.53482 1.10836 -2.51679
H -0.39899 4.31507 1.80952
H 2.30745 -3.06082 6.02860
H 7.64796 -7.26276 -0.75466
H -3.61446 -7.00359 -7.58705
H -2.04962 -3.72930 6.41620
H 3.90207 -2.25183 3.96107
H -2.02134 -1.61947 3.08843
H 1.97057 0.82027 0.92905
H -3.74526 11.37322 -1.72078
H 5.57619 -2.44227 3.39020
H 1.57000 0.41332 2.58534
H 0.38202 -3.21131 -8.03529
H 1.38899 3.31115 0.76697
H 0.47767 -1.88432 5.30070
H 0.48453 5.85100 1.65082
H -4.99418 1.35024 1.38918
H -2.22101 -4.12369 8.15491
H -0.06103 8.46388 -1.67427
H -3.84510 2.44977 -1.58422
H 5.11913 -3.84629 -2.50141
H -4.94571 11.73404 -0.44417
H 0.05265 7.77028 2.51948
H -2.78194 12.11284 0.23055
H -0.56154 7.28494 5.24789
H -3.40889 1.99508 0.74497
H -1.82975 -1.07740 -0.87065
H -3.34369 -2.87734 -5.47672
H -1.93992 -3.97254 -5.52545
H -1.32892 8.50374 4.20157
H -1.70155 -2.42216 1.46387
H -1.56854 0.75875 1.77929
H 1.79609 -1.44821 -7.62318
H 1.14569 4.56222 2.68109
H -3.77307 -5.28036 -7.13055
H 7.50762 -7.64785 0.98685
H -3.85895 -1.20654 0.78344
H 4.77133 -0.86171 3.24330
H -1.42513 7.36431 -1.31061
H 2.11519 -3.29416 -3.74259
H -1.52851 6.76083 3.84695
H -1.29057 9.13625 0.14729
H -2.55702 -5.78020 -8.33100
H 1.52574 -1.84291 -2.87408
H 8.07367 -6.04172 0.46871
H -3.76093 -0.29053 2.37618
H -4.45921 10.05206 -0.76453
H 0.95255 -1.24964 -6.06766
H -2.59126 -6.50962 -5.59023
H 5.45773 -4.57589 -0.91225